Formula: C33H35Cl2F11O27
Source: OMol25
Level of theory: ωB97M-V/def2-TZVPD

```
! wB97M-V def2-TZVPD RIJCOSX def2/J DEFGRID3
* xyz 0 1
H 1.2689 0.9517 -3.1448
H -6.3861 -3.2190 3.1654
C 5.2350 8.9084 -2.2942
H 5.9908 9.3439 -1.6389
O 8.8855 4.5723 -3.1548
O -7.2114 -1.8310 7.4546
O 6.7800 7.8406 -5.1187
C 6.9744 4.3032 -4.3747
C 2.0309 0.3727 -3.6659
C 9.1123 3.6526 -4.1325
O -4.4156 -0.7925 2.1799
O 3.2791 1.0723 -3.6174
H -5.9292 2.2616 2.3922
F -5.4906 -7.3926 1.4478
O -3.3973 3.2197 2.9866
H -1.6265 -6.5392 4.3888
O -4.2475 2.1741 1.1948
H -8.8855 1.6498 7.1840
F -4.4884 -7.3442 3.2884
O 10.1293 3.0487 -4.2636
H 6.3355 3.6629 -3.7660
O 11.3420 -2.8659 -2.1622
C 0.3855 -4.2006 -3.3909
O -4.7811 -1.4394 4.2868
C -5.5870 -6.9755 2.6846
H 10.1160 1.0410 -3.2065
F -9.7653 0.8309 4.9871
C -8.0267 -1.0155 7.1762
C 9.9789 0.2248 -2.5014
C -4.5631 3.9316 2.6151
O -8.6402 -0.2030 8.0704
F -6.6229 -7.5847 3.2160
C -4.2775 -3.1511 2.8460
H -10.5271 -0.6880 6.0439
F -1.4190 0.5994 -2.8770
O 10.4094 -1.0211 -3.0598
H -0.5055 1.3133 -0.6609
H -0.4558 -2.8005 -4.8586
O -0.6917 -5.1388 -3.3156
H 4.4188 8.5250 -1.6865
F 7.0406 5.6727 -2.4454
H -3.1518 -5.5357 2.5911
H 8.9219 0.1571 -2.2362
O -0.2060 -0.5787 0.1181
C 10.8625 0.3483 -1.2899
C 10.9727 -1.7452 -2.0581
H -6.7638 -5.1348 4.3579
C -1.0094 -5.4976 -4.5879
H -3.1686 -5.9423 4.9822
H 2.2275 -0.5719 -5.6390
O -5.7641 -5.6531 2.6489
O 1.2299 -2.1515 -0.6104
F 4.8243 11.1563 -2.9167
C -2.4341 -4.9706 3.1721
H -4.4980 -3.0920 5.5322
C -5.2809 -2.6284 4.9236
O 5.8266 7.8650 -3.0751
C 7.7337 5.3070 -3.5531
H 8.0387 6.1957 -4.0994
C 0.3994 -1.3318 -0.8235
C -3.1598 2.3159 1.9926
H -10.3676 0.9456 7.8576
H 11.8274 0.8212 -1.4806
F 0.4491 0.3233 -5.4284
F 1.4263 -3.3088 -5.3259
C 4.7705 9.8746 -3.3518
H -2.7462 -3.2232 4.4432
F 10.2361 0.9990 -0.2773
C -5.3123 2.9235 1.7821
Cl -1.7494 -2.3586 2.4865
O 2.3779 1.4807 -5.6303
O -0.3047 -4.7497 -5.4940
C 0.2273 -3.6494 -4.7824
H -1.9526 0.5419 0.0038
C -2.8652 -3.4597 3.3937
O -0.0739 -1.0363 -2.0802
C -5.4994 -3.5403 3.7240
H 3.7739 9.6686 -3.7468
H -4.4714 -3.6485 1.8982
C -9.4423 0.7233 7.3317
H -2.1267 -0.9934 -1.8867
F -5.2510 4.2672 3.7334
O 5.7299 9.6936 -4.3760
O -2.1384 1.7328 1.8404
H 1.3328 -4.7251 -3.2556
H 0.2959 -3.4372 -2.6242
O 4.2701 2.5445 -5.0053
C -9.6662 -0.0169 6.0384
H -1.7349 -4.9620 5.2354
O -1.7946 -6.3349 -4.8758
H -6.1379 -2.3587 5.5415
C 3.3958 1.7774 -4.7713
O 8.0341 3.5195 -4.9389
H 2.1115 -0.6061 -3.2016
H 6.3712 4.7654 -5.1516
O -8.4765 -0.7763 5.9089
C 1.7753 0.2916 -5.1479
C -1.2796 -0.3055 -1.8756
H -4.2797 4.8399 2.0796
H -5.9343 3.3847 1.0183
H -5.0788 -5.4897 4.6630
C -4.4736 -1.6273 2.9680
C 6.1742 8.4094 -4.2711
C -1.0399 0.3676 -0.5533
C -2.2173 -5.6408 4.5355
O 11.0637 -1.0025 -0.9128
C -5.7567 -5.0245 3.9459
Cl -0.8443 -5.1021 2.3143
*
```

Properties
**SMILES**: C[C@H](Cl)[C@@H](Cl)[C@@H]1C(=O)OC[C@@H]1COC(F)(F)F.O=C1OC[C@@H](F)O1.O=C1OC[C@@H](F)O1.O=C1OC[C@@H](F)O1.O=C1OC[C@@H](F)O1.O=C1OC[C@@H](F)O1.O=C1OC[C@@H](F)O1.O=C1OC[C@@H](F)O1.O=C1OC[C@@H](F)O1
**Frontier orbital gap**: 10.3334 eV
**E_LUMO**: 0.06 eV
**E_tot**: -5328.99597 a.u.
**HOMO level**: -0.3774 Eh



Formula: C5H9IO
Source: OMol25
Level of theory: ωB97M-V/def2-TZVPD

```
! wB97M-V def2-TZVPD RIJCOSX def2/J DEFGRID3
* xyz 0 3
C -1.4256 -1.6829 1.0388
I 4.0648 0.0245 0.0442
H -3.3611 -2.0857 1.7300
C -0.3118 -1.2903 1.1236
H -3.2891 -1.9929 -0.0350
O 0.9939 0.8319 -0.8905
H 2.5087 0.2664 -0.2847
H 0.5324 -0.7517 1.0462
C -0.0063 1.4927 -0.6168
C 0.0997 2.6709 0.2917
C -2.7364 -2.2635 0.8584
H -1.0363 1.2852 -0.9532
H -2.6721 -3.3303 0.9357
H 1.1429 3.0268 0.5268
H -0.4245 2.3873 1.2837
H -0.5401 3.5346 0.0034
*
```

Properties
**⟨S²⟩**: 2.01
**Frontier orbital gap (spin up / spin down)**: 7.4561 / 6.6507 eV
**E_LUMO (spin up / spin down)**: 0.83 / -3.01 eV
**E_tot**: -568.59609 a.u.
**HOMO level (spin up / spin down)**: -0.2437 / -0.3550 Eh



Formula: C2H3ClOS
Source: OMol25
Level of theory: ωB97M-V/def2-TZVPD

```
! wB97M-V def2-TZVPD RIJCOSX def2/J DEFGRID3
* xyz 0 1
C -0.4493 0.0824 -0.3238
O 1.8644 -0.4647 -0.9440
S 3.3137 -1.1185 -0.1445
H -1.2439 -0.3113 0.2902
H -0.8400 0.7120 -1.1762
C 0.7695 -0.3990 -0.0660
H 0.9245 -0.9665 0.7384
Cl 4.3061 0.5397 0.5534
*
```

Properties
**SMILES**: C=COSCl
**Frontier orbital gap**: 9.4121 eV
**E_LUMO**: -0.23 eV
**E_tot**: -1011.54338 a.u.
**HOMO level**: -0.3545 Eh



Formula: C4H7NO2
Source: OMol25
Level of theory: ωB97M-V/def2-TZVPD

```
! wB97M-V def2-TZVPD RIJCOSX def2/J DEFGRID3
* xyz 0 1
H 1.3567 0.5401 1.6505
H -2.3829 0.5142 1.3518
C -0.6157 1.2740 -0.0059
O -0.4072 -1.0050 -0.7126
H 2.7191 -0.6233 1.1491
O 1.5523 0.1930 -0.4170
H 0.2884 0.6340 -1.8604
H 0.0075 1.7753 0.6892
N -1.3944 -0.9612 0.2560
C 1.6990 -0.2599 0.8761
C -1.6076 0.2734 0.5792
H 1.1286 -1.2026 0.9224
H -1.0472 2.1031 -0.6279
C 0.2793 0.2932 -0.7877
*
```

Properties
**SMILES**: CO[C@@H]1CC=NO1
**Frontier orbital gap**: 10.6594 eV
**E_LUMO**: 0.89 eV
**E_tot**: -361.75288 a.u.
**HOMO level**: -0.3589 Eh



Formula: C40H40ClIN2OP3RuSe2
Source: OMol25
Level of theory: ωB97M-V/def2-TZVPD

```
! wB97M-V def2-TZVPD RIJCOSX def2/J DEFGRID3
* xyz 0 2
H 4.7989 -1.5517 -3.6390
C 1.8053 -0.5076 -2.4468
C -1.2727 2.5744 -2.0127
C 2.6251 4.9508 5.6384
O 1.4780 -2.2303 1.5537
H -0.9710 -1.7929 3.3200
H -4.7442 1.7885 5.7024
C 3.0003 3.6477 5.3522
H -2.5637 0.7379 -3.8750
H 3.2136 5.5490 6.3223
C 2.2761 0.2396 -1.3813
H -1.9785 0.5763 1.8883
Se 1.0023 0.4781 2.4685
C -2.9338 0.5254 -2.8764
H -2.8992 0.1566 5.9534
H -0.9630 -2.4518 -2.3166
C -2.7929 0.9980 5.2802
C 3.5239 -5.0031 0.4164
H -3.4104 -2.9068 0.4589
C -2.5277 -0.0082 1.1515
H 0.2283 2.1264 -6.2370
H 1.9872 -5.0164 -3.4668
H -1.3917 -2.1302 -4.3514
C 0.7207 -3.3706 -3.1848
H -1.3370 0.7104 -7.5336
C 3.6302 0.2940 -1.0660
H 1.0026 1.3992 -4.0175
H -3.2795 -0.5077 -2.8276
C -1.6199 1.1579 4.5564
H 1.5776 0.8613 -0.8193
H -3.7384 0.6253 -0.5085
C -2.5097 3.1528 3.5543
C 1.1134 3.4188 3.8747
H -4.4843 3.7105 4.1680
H 0.3581 -3.4139 -4.2047
C 4.0894 -1.0516 -2.9917
H 2.5447 1.8652 4.2489
C 3.0989 -5.0833 -0.9051
C 0.7431 4.7310 4.1608
N 0.5992 -2.4140 -0.9351
C 0.1274 -2.3265 -2.2917
C 2.9805 -4.0543 1.2620
C 2.1265 -4.2475 -1.4198
C -2.4742 -2.6598 -0.0492
H -2.7126 -2.2021 -1.0076
C 1.6236 -4.2633 -2.7816
Se -0.3084 3.5802 0.9584
C 2.7358 -1.1205 -3.2837
C -1.4398 -0.8059 -6.0176
Ru 0.4600 -0.9259 0.3078
C -1.6704 -2.2943 2.6520
C 2.0124 -3.1516 0.8006
H 4.2883 -5.6774 0.7750
C 1.5809 -3.2712 -0.5588
H -0.1238 5.1628 3.6750
H -2.6891 -2.2113 3.0345
C -3.8268 1.9137 5.1412
H -0.8147 0.4410 4.6583
P -1.5281 -1.5284 1.0189
C -1.0172 -1.2001 -4.7563
H -1.9060 -3.5737 -0.2178
C -0.1503 -0.4060 -4.0077
C -3.6814 2.9929 4.2799
C -1.4719 2.2341 3.6856
H -2.1143 -1.4386 -6.5801
H -3.5012 -0.2437 1.5934
I 3.6122 -3.9151 3.2330
H 5.5973 -0.3554 -1.6312
H -3.7794 1.1866 -2.6739
C -1.0067 0.3986 -6.5515
H 3.9501 0.8605 -0.2014
C 2.2458 2.8805 4.4736
H -1.3902 -3.3461 2.5910
P 0.0750 2.4524 2.7278
C 0.3007 0.7859 -4.5706
H 1.2010 6.5124 5.2533
C 0.3131 -0.7881 -2.6129
H 3.8843 3.2239 5.8110
H -0.4454 2.9442 -1.4137
H -2.4039 3.9740 2.8552
N -0.4541 -0.1476 -1.4880
H -2.7833 1.8993 0.2281
C 4.5414 -0.3732 -1.8671
Cl 3.8391 -6.2842 -1.9357
P -1.6825 0.8671 -1.5946
H -2.1440 3.2170 -1.8732
H -0.9940 2.5821 -3.0666
C -0.1314 1.1928 -5.8236
C 1.4935 5.4923 5.0404
C -2.7535 0.8564 -0.0986
H 2.4104 -1.6738 -4.1546
*
```

Properties
**⟨S²⟩**: 0.77
**Frontier orbital gap (spin up / spin down)**: 7.0382 / 6.2475 eV
**E_LUMO (spin up / spin down)**: 0.24 / -1.02 eV
**E_tot**: -8412.82148 a.u.
**HOMO level (spin up / spin down)**: -0.2498 / -0.2671 Eh



Formula: C23H26N4O2S
Source: OMol25
Level of theory: ωB97M-V/def2-TZVPD

```
! wB97M-V def2-TZVPD RIJCOSX def2/J DEFGRID3
* xyz 0 1
H 4.0752 -0.2080 3.5795
H 2.6520 0.1055 2.5908
C -4.1809 0.0964 1.3998
C 3.6629 2.3164 1.2203
H 4.3933 -2.8195 -1.5845
C 3.5225 0.5661 3.0520
H 0.6540 -0.3379 -3.5342
H 3.1708 1.2932 3.7809
C 0.5150 -1.7674 0.5959
C 0.7793 1.9328 -0.9817
H 2.4133 -1.0371 0.6540
C -4.2012 1.2468 0.3842
H -5.4517 -1.6593 -0.0305
H 4.3273 -1.4134 -0.4596
N 1.9008 -1.8697 0.3897
H -3.1715 1.5070 0.0948
H -3.3937 -0.1188 -1.6991
N -3.6380 -1.1122 0.8103
H -2.2879 2.5112 -2.2960
C 0.0179 -0.5934 1.1483
H -5.0672 -0.5029 -2.2102
C 3.7605 -2.0710 -1.1144
C 4.4088 1.2415 2.0129
C -0.9025 1.0405 -3.0247
C -0.3876 -2.7446 0.1907
C -1.3109 2.0692 -2.1611
C 2.5297 -2.7083 -0.4819
H -4.0327 -2.3498 -0.8453
H -1.6618 0.5793 1.6434
N 1.5814 2.3698 0.0118
C 1.1878 0.8907 -1.8604
S 3.0528 -1.0651 -2.4735
O -4.9386 0.8858 -0.7656
H -2.4151 -3.2970 -0.0336
O 2.1300 -3.8009 -0.8105
H -5.2117 -0.1266 1.6964
C -0.4920 2.5108 -1.1574
H 3.0939 2.9689 1.8834
C -1.7429 -2.5123 0.2763
H -4.6973 2.1269 0.7968
H -0.7869 3.3012 -0.4852
C -2.2592 -1.3026 0.7577
C 2.4369 0.3048 -1.5395
H -3.6202 0.3681 2.2928
C -4.4268 -1.4606 -0.3592
C 2.7297 1.7741 0.1816
H 0.6958 0.1758 1.4913
H -0.0217 -3.6765 -0.2068
H 4.8029 0.5005 1.3156
H 4.3929 2.9334 0.6875
C -4.4264 -0.2902 -1.3530
H 5.2567 1.7055 2.5203
C 0.3284 0.4594 -2.8826
C -1.3395 -0.3620 1.2290
N 3.1653 0.7187 -0.5339
H -1.5718 0.7069 -3.8037
*
```

Properties
**SMILES**: CCCc1nc(SCC(=O)Nc2ccc(N3CCOCC3)cc2)c2ccccc2n1
**Frontier orbital gap**: 6.9459 eV
**E_LUMO**: -0.41 eV
**E_tot**: -1659.76652 a.u.
**HOMO level**: -0.2702 Eh



Computed ΔE to the lowest compared entry with this formula, charge and spin, in the same sequence as the records: 11.7; 37.6; 48.4; 80.3; 19.3; 33.6 kcal per mole.